{"formula": "C4H11NO2", "method": "the ωB97M-V functional and the def2-TZVPD basis", "species": ["O", "C", "C", "C", "N", "C", "O", "H", "H", "H", "H", "H", "H", "H", "H", "H", "H", "H"], "xyz": [[-0.279338, 3.048939, -0.410824], [-0.582118, 1.776496, -1.042522], [-1.218439, 0.826745, -0.020885], [-0.025777, 0.129009, 0.747359], [0.654604, -0.734969, -0.234074], [0.770285, -2.107369, 0.197711], [1.841353, -2.884967, -0.326286], [-1.145980, 3.412168, -0.235392], [-1.131603, 1.964415, -1.977497], [0.409288, 1.387232, -1.286111], [-2.095913, 0.251033, -0.364902], [-1.614921, 1.464902, 0.780801], [-0.445908, -0.575877, 1.492583], [0.404286, 0.962780, 1.306122], [1.639424, -0.440585, -0.185070], [-0.100828, -2.745922, -0.018690], [0.776260, -2.178762, 1.296386], [2.145327, -3.555267, 0.281290]], "forces_ev_per_angstrom": [[-0.24, -0.61, -0.40], [0.64, 0.42, 0.24], [0.32, 0.73, 1.26], [-3.60, -1.48, -0.82], [2.95, 0.53, 0.29], [-1.37, -2.59, 1.69], [0.50, 1.51, -1.05], [-0.16, 0.50, 0.25], [-0.05, -0.31, 0.35], [-0.28, -0.03, -0.39], [0.93, -0.34, -0.09], [-0.42, 0.17, -0.27], [-0.02, 0.64, 0.02], [1.20, -0.40, -0.51], [-0.24, 0.00, -0.68], [-0.49, 0.90, -0.50], [0.50, 0.28, 0.16], [-0.17, 0.07, 0.46]], "e_lumo_ev": 0.847, "total_charge": 0, "smiles": "OCCCNCO", "e_homo_ev": -9.287}

---

{"formula": "C20H47IN9O9P2", "method": "the ωB97M-V functional and the def2-TZVPD basis", "species": ["O", "P", "O", "C", "N", "N", "C", "N", "P", "O", "I", "H", "H", "H", "H", "H", "C", "O", "N", "C", "C", "H", "H", "H", "H", "H", "H", "H", "C", "O", "N", "C", "C", "H", "H", "H", "H", "H", "H", "H", "C", "O", "N", "C", "C", "H", "H", "H", "H", "H", "H", "H", "C", "O", "N", "C", "C", "H", "H", "H", "H", "H", "H", "H", "C", "O", "N", "C", "C", "H", "H", "H", "H", "H", "H", "H", "C", "O", "N", "C", "C", "H", "H", "H", "H", "H", "H", "H"], "xyz": [[5.871507, 0.459696, -4.911332], [4.756494, 1.299024, -5.862068], [5.038192, 2.910917, -5.461648], [3.073707, 0.814880, -5.123177], [2.710631, -0.482599, -4.913120], [1.485729, -0.522087, -4.374363], [1.030949, 0.702607, -4.242520], [2.032961, 1.601201, -4.717284], [1.951630, 3.408644, -4.816774], [1.146271, 3.971470, -3.486945], [0.579323, 3.755583, -6.853049], [5.874151, 0.930923, -4.052401], [4.942074, 2.976881, -4.488163], [3.279876, -1.300140, -5.121630], [0.040390, 1.051262, -3.857783], [0.426699, 3.374174, -3.185916], [-2.839664, 1.301914, -3.214767], [-1.630421, 1.323528, -2.985632], [-3.418791, 1.835704, -4.301000], [-4.851461, 1.782813, -4.532397], [-2.560194, 2.485123, -5.266120], [-3.553505, 0.828201, -2.525636], [-5.044069, 1.254170, -5.467619], [-5.240831, 2.799948, -4.602789], [-5.356129, 1.263478, -3.719115], [-1.829648, 1.760195, -5.632070], [-2.027294, 3.300863, -4.772426], [-3.135124, 2.878061, -6.102264], [-1.077471, -1.265411, 0.715768], [-0.995371, -1.605961, 1.885798], [-0.785324, -2.045665, -0.344371], [-0.910070, -1.565287, -1.705565], [-0.331782, -3.408620, -0.114901], [-1.409027, -0.253356, 0.428280], [-1.624892, -2.194180, -2.242100], [0.066019, -1.622242, -2.195265], [-1.259312, -0.532992, -1.722986], [-1.097408, -3.952068, 0.435713], [0.579677, -3.387319, 0.484708], [-0.136339, -3.910308, -1.060297], [0.079218, 2.988577, 5.195735], [-0.321186, 3.819762, 4.400981], [0.033182, 1.650648, 5.011097], [0.531637, 0.719396, 6.003243], [-0.534287, 1.129900, 3.778553], [0.527140, 3.276762, 6.161170], [1.328227, 0.115836, 5.561750], [-0.282566, 0.066252, 6.324603], [0.925330, 1.250212, 6.869369], [0.033313, 1.517302, 2.929678], [-1.568820, 1.466833, 3.689023], [-0.502243, 0.042380, 3.773066], [-3.615980, -3.932923, 1.067102], [-3.863506, -4.453340, -0.006814], [-4.251355, -4.198333, 2.228875], [-3.895237, -3.532713, 3.466738], [-5.322004, -5.179344, 2.236155], [-2.825168, -3.175512, 1.174469], [-3.582755, -4.280111, 4.199775], [-4.765117, -2.992180, 3.847592], [-3.079148, -2.827955, 3.305771], [-4.932520, -6.141358, 1.898223], [-6.107615, -4.861628, 1.548040], [-5.733591, -5.282942, 3.238571], [3.122806, -4.822924, 1.694304], [2.145236, -5.486335, 1.410749], [3.300632, -4.159543, 2.860336], [4.495108, -3.385953, 3.132293], [2.258435, -4.226831, 3.870367], [3.970111, -4.707131, 0.996928], [4.991284, -3.789139, 4.017925], [4.216132, -2.345265, 3.314823], [5.183593, -3.427525, 2.288890], [2.098705, -5.268273, 4.155131], [1.327969, -3.832877, 3.455971], [2.543015, -3.647224, 4.746969], [1.488978, 4.327901, -0.493891], [0.527914, 3.715618, -0.934684], [1.537037, 4.927807, 0.707633], [2.713951, 5.639096, 1.166545], [0.369139, 4.860858, 1.575639], [2.422960, 4.437885, -1.071210], [3.075881, 5.177427, 2.087518], [2.450651, 6.680442, 1.361840], [3.504141, 5.606010, 0.416766], [0.136104, 3.818278, 1.788492], [-0.484484, 5.310682, 1.065673], [0.557596, 5.388472, 2.507451]], "forces_ev_per_angstrom": [[-2.09, 1.54, 0.03], [1.90, 0.42, -1.27], [-0.91, -2.48, 0.91], [0.13, 0.16, 1.28], [0.13, 3.32, -0.19], [-1.58, -0.37, 0.58], [1.63, -0.11, -0.89], [-0.95, -1.90, 0.42], [0.63, 1.98, 0.54], [0.26, -2.24, -2.11], [0.04, -0.39, 0.60], [0.50, -0.72, -0.09], [0.12, 0.72, -0.50], [-0.41, 0.05, 0.23], [0.65, -0.61, -0.18], [-0.01, 0.68, 0.63], [-0.34, 0.13, -0.25], [0.02, 0.15, -0.24], [0.12, -0.30, 0.57], [0.08, 0.11, -0.15], [0.22, -0.02, 0.11], [0.08, 0.01, 0.01], [-0.13, 0.03, 0.05], [-0.11, -0.08, -0.01], [0.10, 0.02, -0.01], [0.02, 0.14, -0.14], [0.04, 0.04, -0.17], [-0.05, -0.06, 0.09], [0.08, 0.00, -0.31], [0.04, -0.13, 0.01], [-0.16, 0.31, 0.20], [-0.03, -0.20, 0.19], [0.10, 0.12, 0.32], [0.01, 0.00, -0.05], [0.07, 0.06, -0.12], [-0.10, 0.03, -0.14], [0.09, -0.09, 0.08], [0.19, -0.19, -0.08], [-0.03, -0.19, -0.02], [-0.07, 0.10, 0.02], [0.03, -0.21, 0.11], [0.00, -0.12, -0.09], [0.10, 0.38, 0.18], [-0.14, -0.02, -0.25], [-0.02, 0.21, 0.07], [0.00, -0.05, 0.02], [-0.01, -0.08, 0.15], [0.13, -0.08, 0.09], [-0.04, 0.04, -0.07], [-0.10, -0.10, -0.07], [0.03, -0.07, -0.13], [0.01, 0.07, 0.00], [-0.08, 0.08, 0.14], [-0.08, -0.06, 0.04], [0.20, 0.15, -0.17], [-0.14, -0.15, -0.06], [0.10, 0.00, -0.28], [-0.08, 0.03, 0.17], [0.01, 0.13, 0.10], [0.10, 0.03, 0.13], [-0.02, -0.06, -0.09], [-0.15, -0.02, 0.01], [-0.04, -0.14, 0.05], [0.09, 0.07, -0.03], [0.04, 0.05, 0.13], [-0.05, 0.10, 0.07], [0.17, -0.03, -0.33], [-0.27, -0.08, 0.16], [-0.14, -0.17, -0.23], [0.06, 0.04, 0.04], [0.13, 0.14, -0.03], [0.18, 0.03, 0.03], [-0.07, -0.05, 0.01], [-0.10, 0.08, 0.07], [-0.04, -0.04, 0.13], [0.08, -0.01, -0.09], [0.10, 0.23, 0.40], [-0.19, -0.18, 0.05], [0.13, -0.17, -0.51], [-0.22, -0.04, 0.12], [-0.11, -0.08, -0.22], [0.02, 0.04, 0.00], [0.09, 0.13, -0.01], [0.16, 0.00, 0.05], [-0.08, -0.03, -0.01], [-0.09, 0.12, 0.13], [-0.03, -0.04, 0.09], [0.05, -0.11, -0.06]], "e_lumo_ev": -3.922, "total_charge": 1, "e_homo_ev": -10.443}

---

{"formula": "C3H12NO2", "method": "the ωB97M-V functional and the def2-TZVPD basis", "species": ["C", "C", "C", "O", "N", "H", "H", "H", "H", "H", "H", "H", "H", "H", "H", "H", "H", "O"], "xyz": [[0.787621, 0.216884, -0.345660], [0.463417, -1.208989, 0.077284], [1.220642, -1.729223, 1.270003], [-0.949019, -1.313084, 0.247676], [-0.217965, 0.627256, -1.401703], [0.579751, 0.915800, 0.473603], [1.781449, 0.429663, -0.720355], [0.669237, -1.843497, -0.774806], [2.232826, -2.019840, 1.015091], [0.733297, -2.623430, 1.655579], [1.312031, -1.007371, 2.089522], [-1.210994, -0.873723, 1.076559], [-0.159579, 0.026469, -2.226574], [0.044438, 1.555019, -1.729950], [-1.156955, 0.595224, -1.013868], [-1.679204, 3.285202, 0.536065], [-2.689973, 2.497653, -0.253652], [-1.761028, 2.469989, 0.025178]], "forces_ev_per_angstrom": [[-0.84, 0.59, 0.65], [-0.23, -0.17, -0.15], [0.39, 0.15, 0.51], [-0.14, 0.58, 0.21], [1.30, -0.19, -0.60], [0.17, -0.16, -0.02], [0.17, -0.35, -0.12], [0.03, -0.37, -0.26], [0.23, 0.01, -0.20], [-0.10, 0.04, -0.09], [-0.23, 0.02, -0.13], [0.14, -0.34, -0.20], [-0.15, -0.24, 0.16], [-0.56, 0.27, 0.19], [-0.12, 0.16, 0.07], [0.20, -0.08, 0.05], [0.21, -0.08, 0.06], [-0.47, 0.14, -0.12]], "e_lumo_ev": -3.290, "total_charge": 1, "e_homo_ev": -15.082}

---

Copy entry 3 word for word.
{"formula": "C3H12NO2", "method": "the ωB97M-V functional and the def2-TZVPD basis", "species": ["C", "C", "C", "O", "N", "H", "H", "H", "H", "H", "H", "H", "H", "H", "H", "H", "H", "O"], "xyz": [[0.787621, 0.216884, -0.345660], [0.463417, -1.208989, 0.077284], [1.220642, -1.729223, 1.270003], [-0.949019, -1.313084, 0.247676], [-0.217965, 0.627256, -1.401703], [0.579751, 0.915800, 0.473603], [1.781449, 0.429663, -0.720355], [0.669237, -1.843497, -0.774806], [2.232826, -2.019840, 1.015091], [0.733297, -2.623430, 1.655579], [1.312031, -1.007371, 2.089522], [-1.210994, -0.873723, 1.076559], [-0.159579, 0.026469, -2.226574], [0.044438, 1.555019, -1.729950], [-1.156955, 0.595224, -1.013868], [-1.679204, 3.285202, 0.536065], [-2.689973, 2.497653, -0.253652], [-1.761028, 2.469989, 0.025178]], "forces_ev_per_angstrom": [[-0.84, 0.59, 0.65], [-0.23, -0.17, -0.15], [0.39, 0.15, 0.51], [-0.14, 0.58, 0.21], [1.30, -0.19, -0.60], [0.17, -0.16, -0.02], [0.17, -0.35, -0.12], [0.03, -0.37, -0.26], [0.23, 0.01, -0.20], [-0.10, 0.04, -0.09], [-0.23, 0.02, -0.13], [0.14, -0.34, -0.20], [-0.15, -0.24, 0.16], [-0.56, 0.27, 0.19], [-0.12, 0.16, 0.07], [0.20, -0.08, 0.05], [0.21, -0.08, 0.06], [-0.47, 0.14, -0.12]], "e_lumo_ev": -3.290, "total_charge": 1, "e_homo_ev": -15.082}